(1)
{"formula": "C28H39F9NO14P2S2", "method": "the ωB97M-V functional and the def2-TZVPD basis", "energy_ev": -124512.3571, "max_force_ha_per_bohr": 0.1492, "molar_mass_g_mol": 910.68, "total_charge": 1, "gap_ev": 5.214, "homo_ha": -0.415, "e_lumo_ha": -0.2235, "species": ["C", "C", "P", "C", "C", "C", "C", "C", "O", "O", "C", "P", "S", "C", "O", "C", "C", "C", "C", "C", "C", "C", "C", "C", "F", "F", "C", "F", "F", "F", "N", "S", "O", "O", "F", "H", "H", "H", "H", "H", "H", "H", "H", "H", "H", "H", "H", "H", "H", "H", "H", "H", "H", "H", "H", "H", "H", "H", "H", "H", "H", "H", "H", "H", "H", "C", "C", "O", "C", "O", "O", "F", "H", "H", "H", "C", "C", "O", "C", "O", "O", "F", "H", "H", "H", "C", "C", "O", "C", "O", "O", "F", "H", "H", "H"], "positions_angstrom": [[1.012, -3.769, -1.233], [1.920, -2.580, -0.663], [1.319, -0.923, -1.278], [2.100, 0.533, -0.405], [1.046, 1.683, -0.032], [-0.585, -0.815, -1.227], [-1.156, -1.049, 0.115], [-0.292, -1.352, 1.388], [-0.261, -2.788, 1.486], [0.168, -3.076, 2.762], [-2.625, -1.019, 0.288], [-3.450, -1.341, 1.964], [-3.229, -3.183, 2.566], [-3.434, -0.738, -0.970], [-4.791, -0.698, -0.739], [-5.076, 0.643, -0.214], [-6.539, 1.173, -0.515], [-7.283, 0.431, -1.698], [-6.397, 2.716, -0.884], [-5.829, 3.627, 0.286], [-4.258, 3.916, 0.170], [-6.196, 3.148, 1.749], [-2.795, -0.529, -2.282], [-3.668, -0.290, -3.554], [-5.033, -0.482, -3.332], [-3.441, -1.220, -4.562], [-3.630, 1.230, -4.107], [-2.598, 1.958, -3.592], [-3.605, 1.148, -5.474], [-4.814, 1.874, -3.815], [-1.367, -0.545, -2.369], [-0.444, -0.254, -3.789], [0.367, 0.929, -3.499], [-1.145, 0.021, -5.015], [0.479, -1.571, -4.120], [1.249, -4.712, -0.674], [-0.088, -3.533, -1.183], [1.237, -3.971, -2.321], [2.941, -2.742, -1.110], [2.045, -2.668, 0.451], [3.001, 0.946, -0.986], [2.524, 0.195, 0.592], [1.543, 2.614, 0.338], [0.394, 1.304, 0.805], [0.421, 1.847, -0.952], [0.734, -0.900, 1.362], [-0.778, -0.972, 2.340], [-0.219, -3.939, 3.010], [-4.839, -1.050, 1.945], [-2.819, -0.485, 2.913], [-4.884, 0.767, 0.886], [-4.360, 1.348, -0.741], [-7.165, 1.005, 0.410], [-7.083, -0.677, -1.740], [-7.024, 0.957, -2.654], [-8.400, 0.529, -1.545], [-7.337, 3.127, -1.361], [-5.622, 2.746, -1.712], [-6.316, 4.642, 0.159], [-4.047, 5.018, 0.031], [-3.775, 3.399, -0.702], [-3.703, 3.567, 1.095], [-7.226, 2.702, 1.745], [-6.214, 4.055, 2.426], [-5.409, 2.466, 2.176], [5.427, 4.366, -2.208], [5.168, 3.243, -3.167], [5.284, 2.093, -2.347], [4.918, 2.491, -1.099], [4.637, 1.740, -0.213], [4.904, 3.843, -0.987], [6.118, 3.190, -4.126], [6.491, 4.577, -2.086], [4.917, 5.285, -2.493], [4.178, 3.265, -3.631], [3.165, -3.895, 4.494], [3.764, -5.270, 4.444], [4.344, -5.411, 5.725], [3.590, -4.639, 6.562], [3.612, -4.717, 7.745], [2.801, -3.771, 5.865], [4.744, -5.343, 3.513], [3.885, -3.114, 4.238], [2.294, -3.795, 3.846], [3.039, -6.072, 4.279], [8.527, -0.027, 2.099], [8.101, 0.474, 0.752], [7.524, -0.668, 0.150], [7.031, -1.416, 1.179], [6.250, -2.304, 1.046], [7.537, -1.014, 2.377], [9.169, 0.859, 0.013], [9.514, -0.495, 2.079], [8.526, 0.756, 2.856], [7.364, 1.281, 0.786]]}

(2)
{"formula": "C28H39N2O3", "method": "the ωB97M-V functional and the def2-TZVPD basis", "de_lowest_kcal_mol": 4.4, "energy_ev": -38787.2654, "max_force_ha_per_bohr": 0.0193, "smiles": "CCCCCCCCCCOC(=O)Cn1c(COc2cccc(C)c2)[n+](C)c2ccccc21", "molar_mass_g_mol": 451.63, "total_charge": 1, "gap_ev": 8.585, "homo_ha": -0.419, "e_lumo_ha": -0.1039, "species": ["C", "C", "C", "C", "C", "C", "C", "C", "C", "C", "O", "C", "O", "C", "N", "C", "C", "O", "C", "C", "C", "C", "C", "C", "C", "N", "C", "C", "C", "C", "C", "C", "C", "H", "H", "H", "H", "H", "H", "H", "H", "H", "H", "H", "H", "H", "H", "H", "H", "H", "H", "H", "H", "H", "H", "H", "H", "H", "H", "H", "H", "H", "H", "H", "H", "H", "H", "H", "H", "H", "H", "H"], "positions_angstrom": [[-5.873, -0.850, -2.912], [-5.212, 0.469, -2.532], [-3.686, 0.390, -2.481], [-3.130, -0.583, -1.439], [-3.492, -0.197, -0.006], [-2.700, -0.985, 1.037], [-3.044, -2.475, 1.040], [-2.490, -3.224, 2.255], [-0.979, -3.094, 2.448], [-0.186, -3.717, 1.304], [1.221, -3.443, 1.467], [1.680, -2.338, 0.943], [1.079, -1.540, 0.272], [3.168, -2.126, 1.299], [3.676, -0.989, 0.582], [3.390, 0.300, 0.834], [2.616, 0.729, 2.051], [2.251, 2.069, 2.088], [1.135, 2.476, 1.360], [0.519, 1.715, 0.382], [-0.571, 2.251, -0.292], [-1.033, 3.517, 0.003], [-0.412, 4.287, 0.984], [-0.922, 5.655, 1.307], [0.676, 3.755, 1.656], [3.949, 1.082, -0.090], [3.937, 2.521, -0.170], [4.581, 0.274, -1.018], [5.281, 0.571, -2.180], [5.796, -0.494, -2.890], [5.622, -1.813, -2.464], [4.925, -2.118, -1.312], [4.404, -1.052, -0.591], [-6.944, -0.711, -3.037], [-5.720, -1.603, -2.143], [-5.465, -1.225, -3.849], [-5.486, 1.225, -3.273], [-5.596, 0.806, -1.568], [-3.319, 0.089, -3.467], [-3.295, 1.391, -2.276], [-3.494, -1.587, -1.656], [-2.040, -0.604, -1.533], [-4.558, -0.356, 0.162], [-3.288, 0.867, 0.137], [-2.915, -0.572, 2.026], [-1.635, -0.846, 0.838], [-2.683, -2.940, 0.122], [-4.130, -2.584, 1.051], [-2.750, -4.281, 2.171], [-2.972, -2.836, 3.155], [-0.715, -2.037, 2.526], [-0.690, -3.580, 3.382], [-0.272, -4.803, 1.304], [-0.508, -3.311, 0.342], [3.735, -3.016, 1.022], [3.258, -1.983, 2.379], [1.735, 0.078, 2.151], [3.257, 0.577, 2.932], [0.851, 0.721, 0.130], [-1.053, 1.662, -1.055], [-1.882, 3.918, -0.528], [-1.013, 6.251, 0.401], [-0.261, 6.168, 2.000], [-1.911, 5.588, 1.757], [1.184, 4.317, 2.423], [4.839, 2.849, -0.682], [3.062, 2.865, -0.727], [3.909, 2.957, 0.826], [5.413, 1.584, -2.523], [6.344, -0.307, -3.799], [6.040, -2.613, -3.054], [4.793, -3.141, -1.000]]}

(3)
{"formula": "C28H40F6O19", "method": "the ωB97M-V functional and the def2-TZVPD basis", "energy_ev": -84892.2747, "max_force_ha_per_bohr": 0.0592, "smiles": "CCOC(=O)C(F)(F)F.CCOC(=O)C(F)(F)F.C[C@H]1COC(=O)O1.C[C@H]1COC(=O)O1.C[C@H]1COC(=O)O1.C[C@H]1COC(=O)O1.C[C@H]1COC(=O)O1", "molar_mass_g_mol": 794.60, "gap_ev": 10.445, "homo_ha": -0.390, "e_lumo_ha": -0.0065, "species": ["C", "C", "O", "C", "O", "C", "F", "F", "F", "H", "H", "H", "H", "H", "C", "C", "O", "C", "O", "C", "F", "F", "F", "H", "H", "H", "H", "H", "C", "C", "C", "O", "C", "O", "O", "H", "H", "H", "H", "H", "H", "C", "C", "C", "O", "C", "O", "O", "H", "H", "H", "H", "H", "H", "C", "C", "C", "O", "C", "O", "O", "H", "H", "H", "H", "H", "H", "C", "C", "C", "O", "C", "O", "O", "H", "H", "H", "H", "H", "H", "C", "C", "C", "O", "C", "O", "O", "H", "H", "H", "H", "H", "H"], "positions_angstrom": [[-0.503, 1.140, 0.502], [-1.043, -0.006, -0.316], [-1.532, 0.384, -1.589], [-2.336, -0.485, -2.220], [-2.841, -1.440, -1.758], [-2.495, -0.154, -3.736], [-3.681, 0.487, -3.904], [-1.529, 0.600, -4.255], [-2.579, -1.320, -4.403], [-0.320, 2.060, -0.041], [0.410, 0.926, 1.056], [-1.259, 1.420, 1.241], [-1.662, -0.681, 0.280], [-0.204, -0.671, -0.565], [-3.231, 0.952, 3.565], [-2.638, -0.339, 4.164], [-3.352, -0.793, 5.302], [-3.169, -0.137, 6.432], [-2.252, 0.585, 6.688], [-4.283, -0.439, 7.451], [-5.037, 0.679, 7.584], [-5.131, -1.372, 7.033], [-3.741, -0.706, 8.626], [-3.125, 0.871, 2.485], [-2.622, 1.832, 3.799], [-4.201, 1.199, 3.984], [-1.557, -0.379, 4.303], [-2.772, -1.073, 3.366], [-1.837, 5.076, -1.277], [-0.426, 4.489, -1.336], [-0.091, 3.539, -2.497], [1.103, 4.126, -3.037], [1.383, 5.278, -2.461], [2.285, 6.004, -2.747], [0.423, 5.644, -1.569], [-2.205, 5.350, -2.274], [-1.876, 6.022, -0.745], [-2.579, 4.334, -0.974], [-0.194, 4.161, -0.323], [-0.861, 3.551, -3.265], [0.028, 2.523, -2.139], [3.534, 3.589, 0.051], [2.826, 3.731, 1.399], [3.799, 4.069, 2.553], [3.240, 5.195, 3.174], [2.287, 5.740, 2.393], [1.729, 6.768, 2.602], [1.969, 4.892, 1.375], [4.454, 4.159, -0.077], [2.955, 3.794, -0.848], [3.771, 2.520, -0.003], [2.206, 2.856, 1.589], [4.827, 4.120, 2.201], [3.714, 3.215, 3.231], [0.820, -3.928, 1.848], [-0.631, -3.479, 1.729], [-1.642, -4.430, 1.000], [-2.590, -4.721, 1.999], [-2.330, -4.046, 3.130], [-2.965, -4.103, 4.122], [-1.234, -3.262, 2.993], [0.918, -4.675, 2.636], [1.461, -3.061, 2.022], [1.234, -4.326, 0.918], [-0.526, -2.563, 1.138], [-1.097, -5.357, 0.817], [-1.866, -3.869, 0.096], [2.670, -1.252, 0.758], [2.893, -0.952, -0.712], [2.585, -2.095, -1.639], [2.165, -1.397, -2.837], [1.665, -0.180, -2.451], [1.032, 0.586, -3.106], [2.032, 0.071, -1.195], [1.592, -1.311, 0.936], [2.962, -0.466, 1.458], [3.224, -2.148, 1.033], [3.936, -0.677, -0.884], [1.924, -2.882, -1.267], [3.499, -2.636, -1.889], [1.406, -3.154, -6.234], [0.517, -3.799, -5.184], [1.179, -4.894, -4.396], [0.581, -4.827, -3.101], [-0.182, -3.721, -3.037], [-0.816, -3.378, -2.100], [-0.157, -3.012, -4.217], [0.838, -2.583, -6.969], [1.932, -3.898, -6.835], [2.175, -2.484, -5.845], [-0.275, -4.374, -5.685], [2.255, -4.733, -4.258], [1.038, -5.866, -4.864]]}